C18H19N9O3S3Ti | ωB97M-V/def2-TZVPD

Values from the calculation:
multiplicity: 3
energy relative to the best compared isomer or geometry (same formula, charge and spin): 27.8 kJ/mol
E: -3459.93503 hartree
LUMO energy (alpha / beta): 0.26 / 0.25 eV
strongest force on any atom: 0.016 hartree/bohr
M: 553.48 g mol⁻¹

CARTESIAN COORDINATES (ANGSTROEM)
Ti1 -0.31381 0.01511 0.00390
C1 4.93749 -0.83858 0.39145
C2 3.97723 -0.31847 1.39164
N1 4.22716 -0.04152 2.62802
N2 3.02963 0.39787 3.12690
C3 2.03021 0.39388 2.23253
S1 0.43711 0.85981 2.43307
N3 2.64825 -0.06874 1.10868
N4 1.96972 -0.23726 -0.09069
H1 5.91398 -0.92970 0.85875
H2 5.01155 -0.16609 -0.46389
H3 4.62547 -1.81845 0.02732
H4 2.94667 0.67341 4.08933
H5 2.04922 -1.19062 -0.43348
H6 2.25264 0.42568 -0.80783
N5 2.98169 2.38610 -7.93295
C4 2.29559 1.84001 -6.85025
C5 0.93158 2.08116 -6.68322
C6 0.24046 1.50015 -5.63656
C7 0.90215 0.66366 -4.75012
C8 2.25594 0.40406 -4.91625
C9 2.95086 0.99092 -5.95626
S2 0.03216 -0.08114 -3.40843
O1 0.65759 -1.36026 -3.17674
O2 -1.37509 -0.02306 -3.70435
N6 0.37790 0.78423 -2.06842
C10 -0.21872 2.01518 -1.88162
N7 -0.57044 2.20492 -0.58622
C11 -1.00457 3.40788 -0.23783
C12 -1.15182 4.41448 -1.17301
C13 -0.85257 4.09465 -2.48712
N8 -0.37964 2.90875 -2.85468
H7 2.57336 3.22002 -8.32266
H8 3.97826 2.46798 -7.81480
H9 0.41727 2.72437 -7.38772
H10 -0.81530 1.68420 -5.49765
H11 2.74450 -0.28104 -4.23562
H12 4.00417 0.77882 -6.09858
H13 -1.25837 3.53104 0.80875
H14 -1.50950 5.39819 -0.90700
H15 -0.99025 4.82502 -3.27752
O3 -2.34062 -0.24143 0.41100
N9 -2.87848 -1.46111 0.40777
C14 -4.22959 -1.51806 0.41326
C15 -4.89520 -2.70845 0.42563
C16 -4.14695 -3.89157 0.43322
C17 -2.78126 -3.81614 0.42452
C18 -2.10617 -2.57860 0.40622
S3 -0.39656 -2.47175 0.37814
H16 -4.71097 -0.55297 0.40516
H17 -5.97473 -2.70650 0.42494
H18 -4.64149 -4.85348 0.43980
H19 -2.16185 -4.70096 0.42086